Record 1
Molecular formula: Cu2FZn
Method: DFT, ωB97M-V with the def2-TZVPD basis set

ORCA input file:
```
! RIJCOSX wB97M-V def2-TZVPD def2/J DEFGRID3
* xyz 4 4
Cu -0.2186 -0.5412 -1.9101
Cu -1.9719 0.1342 0.9197
Zn 2.0375 0.7242 0.5927
F 0.1530 -0.3173 0.3977
*
```

Results
electronic energy	-140347.544	eV
HOMO energy (alpha / beta)	-27.9 / -34.6	eV
gap between HOMO and LUMO (alpha / beta)	5.73 / 9.21	eV

***

Record 2
Molecular formula: C6H7ClN2O
Method: DFT, ωB97M-V with the def2-TZVPD basis set

ORCA input file:
```
! RIJCOSX wB97M-V def2-TZVPD def2/J DEFGRID3
* xyz 0 1
C -0.2998 -1.9141 0.4456
C 0.8511 -1.2828 0.0482
C -1.3527 0.3248 0.2861
C -1.2705 -0.8946 0.5121
C 0.9370 0.1317 -0.4560
C -0.1305 1.1919 0.1052
N -5.3923 -1.1151 0.9378
N -5.2633 -0.9764 -0.1675
O -5.1427 -0.9686 -1.3232
Cl -3.9810 1.6468 0.2548
H -0.2156 -2.9725 0.6592
H 1.6058 -1.9837 0.0061
H -2.4491 1.0118 0.2193
H 1.7949 0.6701 -0.1897
H 0.6472 0.2519 -1.5536
H -0.3382 1.8858 -0.6932
H 0.0009 1.5243 1.1459
*
```

Results
electronic energy	-23878.338	eV
HOMO energy	-9.4	eV
relative energy (zero: lowest compared OMol25 entry of this formula, charge and spin)	662.1	kJ/mol
gap between HOMO and LUMO	7.63	eV

***

Record 3
Molecular formula: C19H20N2O2
Method: DFT, ωB97M-V with the def2-TZVPD basis set

ORCA input file:
```
! RIJCOSX wB97M-V def2-TZVPD def2/J DEFGRID3
* xyz 0 1
C -0.2915 2.7683 0.2895
N -0.7872 1.6086 0.8294
C -1.3456 0.4798 0.2092
O -1.4716 -0.4594 0.8799
C -1.8023 0.9843 -1.1393
C -2.6261 1.9607 -1.2826
C -3.2053 2.1228 -2.4571
C -2.7153 1.1165 -3.6678
C -1.9809 -0.0175 -3.3118
C -1.6409 -0.1907 -2.0302
N -0.8099 -1.5415 -1.5649
C -0.3013 -2.4399 -2.3595
O -0.5929 -2.2824 -3.6564
C 0.2043 -3.5858 -1.5872
C 1.2534 -3.1006 -0.5455
C -0.1936 -3.8127 -0.0231
H -0.2581 -4.7360 0.1335
H -0.9585 -3.2134 0.4258
H 2.0952 -3.8474 -0.5338
H 1.2642 -2.2011 -0.1136
H 0.5600 -4.2709 -2.2570
H -0.8216 -1.5616 -0.4176
H -1.8821 -0.9182 -3.9981
H -3.2591 1.1207 -4.4517
H -3.4550 2.8384 -3.0410
H -2.8425 2.5854 -0.6734
C -0.3576 1.6652 2.3408
C 1.2338 0.9390 2.3868
C 2.1219 2.0231 2.8474
C 3.4077 1.6223 2.7766
C 3.9080 0.2122 2.4775
C 2.9394 -0.5596 2.2040
C 1.5020 -0.2934 2.2081
H 0.7158 -0.8358 2.0341
H 3.0954 -1.6008 2.1176
H 4.9027 -0.2128 2.5359
H 4.3660 2.3955 2.8372
H 1.7305 2.9327 3.0737
H -0.8991 0.6954 2.8145
H -0.3855 2.3353 2.9793
H 0.6680 2.9326 0.5508
H -0.3646 2.5920 -0.5467
H -0.7201 3.7511 0.7065
*
```

Results
electronic energy	-27087.219	eV
HOMO energy	-8.7	eV
SMILES string	CN(Cc1ccccc1)C(=O)c1ccccc1NC(=O)C1CC1
relative energy (zero: lowest compared OMol25 entry of this formula, charge and spin)	1662.6	kJ/mol
gap between HOMO and LUMO	8.69	eV

***

Record 4
Molecular formula: C18H45ClN2OP
Method: DFT, ωB97M-V with the def2-TZVPD basis set

ORCA input file:
```
! RIJCOSX wB97M-V def2-TZVPD def2/J DEFGRID3
* xyz -1 1
N 1.2521 0.3794 -3.9146
N 2.3782 1.0807 -4.4689
P 2.3623 2.2366 -5.5423
O 2.1857 3.7320 -4.7534
Cl 0.2321 2.1939 -6.2646
H 1.6285 -0.1139 -3.1087
H 0.5775 1.0453 -3.5312
H 1.6144 3.5871 -3.9858
C 3.3044 3.2182 -1.5756
C 2.2329 2.3503 -0.9282
C 1.4705 3.0366 0.2034
C 2.3361 3.4710 1.3884
C 3.1416 2.3454 2.0371
C 2.2680 1.2259 2.5905
H 4.0885 3.5015 -0.8681
H 3.7551 2.6829 -2.4107
H 2.8721 4.1361 -1.9805
H 2.6852 1.4213 -0.5655
H 1.5237 2.0430 -1.6999
H 0.6740 2.3733 0.5563
H 0.9656 3.9225 -0.1959
H 1.6887 3.9242 2.1482
H 3.0243 4.2574 1.0674
H 3.7460 2.7677 2.8453
H 3.8484 1.9317 1.3131
H 1.5613 1.6193 3.3262
H 2.8660 0.4568 3.0829
H 1.6939 0.7391 1.8006
C -1.6691 -5.8974 -2.6460
C -0.9312 -5.5032 -3.9206
C 0.2050 -4.5087 -3.6854
C -0.2284 -3.1672 -3.0906
C -1.2794 -2.4149 -3.9067
C -0.8019 -2.0508 -5.3072
H -2.1421 -5.0336 -2.1764
H -2.4512 -6.6317 -2.8479
H -0.9809 -6.3333 -1.9172
H -1.6423 -5.0841 -4.6378
H -0.5205 -6.4011 -4.3919
H 0.7218 -4.3323 -4.6317
H 0.9436 -4.9667 -3.0179
H 0.6560 -2.5299 -3.0011
H -0.6005 -3.3210 -2.0724
H -1.5292 -1.4943 -3.3725
H -2.2056 -2.9994 -3.9543
H 0.1021 -1.4427 -5.2372
H -1.5507 -1.4605 -5.8372
H -0.5940 -2.9376 -5.9119
C -1.8981 1.0455 2.5813
C -1.8705 1.7780 3.9178
C -1.1505 1.0101 5.0255
C -1.7724 -0.3412 5.3836
C -3.2375 -0.2791 5.8137
C -3.4710 0.5674 7.0598
H -2.4341 0.0970 2.6464
H -2.3881 1.6468 1.8148
H -0.8841 0.8339 2.2348
H -2.8926 2.0119 4.2313
H -1.3703 2.7413 3.7850
H -1.1001 1.6390 5.9191
H -0.1142 0.8398 4.7191
H -1.1847 -0.7909 6.1907
H -1.6821 -1.0204 4.5319
H -3.5904 -1.2974 5.9977
H -3.8480 0.1058 4.9920
H -2.8815 0.1931 7.9004
H -4.5206 0.5559 7.3571
H -3.1882 1.6086 6.8969
*
```

Results
electronic energy	-46237.217	eV
HOMO energy	-3.2	eV
gap between HOMO and LUMO	5.59	eV